Computed, not measured: a structure of composition C25H28BMnN8S2, with ωB97M-V/def2-TZVPD.

Its total charge is -1. The LUMO energy (alpha / beta) is 2.85 / 2.84 eV. The HOMO energy (alpha / beta) is -2.94 / -2.95 eV. As for the multiplicity: 6. The calculation puts the energy relative to the best compared isomer or geometry (same formula, charge and spin) at 74.4 kcal per mole. Its expectation value of S² is 8.755. Its total energy is -91970.24616 eV. The frontier orbital gap (alpha / beta) comes out at 5.79 / 5.79 eV.

XYZ file:
```
65
C25H28BMnN8S2 | the Open Molecules 2025 dataset | ωB97M-V/def2-TZVPD
Mn -0.424 -0.941 -0.064
C 1.007 0.950 -2.468
N -0.093 -0.026 -2.333
C -1.403 0.620 -2.539
C -1.694 1.738 -1.554
N -1.763 1.297 -0.141
C -1.155 2.269 0.769
C -3.140 1.052 0.294
C -3.926 2.150 0.643
C -5.225 2.001 1.095
C -5.751 0.718 1.195
C -4.989 -0.372 0.818
C -3.674 -0.246 0.330
S -2.835 -1.664 -0.246
C 0.083 -1.105 -3.304
C 0.081 -0.782 -4.660
C 0.275 -1.736 -5.641
C 0.485 -3.055 -5.251
C 0.487 -3.387 -3.911
C 0.280 -2.434 -2.894
S 0.289 -2.985 -1.235
H 0.939 1.505 -3.411
H 1.953 0.417 -2.452
H 1.030 1.675 -1.653
H -2.168 -0.150 -2.457
H -1.463 1.062 -3.544
H -2.648 2.182 -1.846
H -0.936 2.520 -1.637
H -1.427 3.303 0.559
H 0.627 1.388 0.264
H -1.424 2.005 1.785
H -3.517 3.150 0.561
H -5.813 2.868 1.366
H -6.760 0.571 1.564
H -5.399 -1.374 0.878
H -0.080 0.249 -4.961
H 0.264 -1.456 -6.687
H 0.648 -3.824 -5.997
H 0.644 -4.413 -3.601
C 3.991 -0.791 0.518
C 2.826 -0.875 -0.246
N 1.801 -0.311 0.393
N 2.288 0.129 1.581
C 3.595 -0.138 1.670
B 1.409 0.906 2.603
N 0.897 2.225 2.055
C 1.565 3.482 2.246
C 1.582 4.178 1.102
C 1.014 3.425 0.012
N 0.358 2.262 0.708
N 0.251 -0.057 3.044
C -0.100 -0.343 4.305
C -1.131 -1.264 4.283
C -1.356 -1.492 2.923
N -0.518 -0.767 2.186
H 4.972 -1.164 0.270
H 2.670 -1.346 -1.203
H 4.154 0.154 2.546
H 2.072 1.151 3.580
H 1.956 3.713 3.223
H 1.989 5.172 0.987
H 0.354 3.883 -0.718
H 0.403 0.138 5.130
H -1.647 -1.699 5.123
H -2.083 -2.124 2.436
```

Per-atom Löwdin charges, elementary charge units: number 1, Mn, carries 0.49; number 2, C, carries -0.06; number 3, N, carries -0.19; number 4, C, carries -0.19; number 5, C, carries -0.14; number 6, N, carries -0.11; number 7, C, carries -0.11; number 8, C, carries -0.27; number 9, C, carries -0.05; number 10, C, carries -0.11; number 11, C, carries -0.11; number 12, C, carries -0.13; number 13, C, carries -0.62; number 14, S, carries 0.56; number 15, C, carries -0.27; number 16, C, carries -0.06; number 17, C, carries -0.11; number 18, C, carries -0.11; number 19, C, carries -0.14; number 20, C, carries -0.62; number 21, S, carries 0.54; number 22, H, carries 0.09; number 23, H, carries 0.08; number 24, H, carries 0.04; number 25, H, carries 0.09; number 26, H, carries 0.12; number 27, H, carries 0.13; number 28, H, carries 0.10; number 29, H, carries 0.13; number 30, H, carries 0.08; number 31, H, carries 0.14; number 32, H, carries 0.11; number 33, H, carries 0.09; number 34, H, carries 0.09; number 35, H, carries 0.09; number 36, H, carries 0.10; number 37, H, carries 0.09; number 38, H, carries 0.09; number 39, H, carries 0.09; number 40, C, carries -0.06; number 41, C, carries -0.17; number 42, N, carries -0.02; number 43, N, carries -0.02; number 44, C, carries -0.08; number 45, B, carries -0.55; number 46, N, carries 0.00; number 47, C, carries -0.15; number 48, C, carries -0.18; number 49, C, carries -0.16; number 50, N, carries -0.07; number 51, N, carries -0.03; number 52, C, carries -0.10; number 53, C, carries -0.07; number 54, C, carries -0.16; number 55, N, carries -0.01; number 56, H, carries 0.09; number 57, H, carries 0.08; number 58, H, carries 0.12; number 59, H, carries 0.12; number 60, H, carries 0.09; number 61, H, carries 0.08; number 62, H, carries 0.04; number 63, H, carries 0.11; number 64, H, carries 0.08; number 65, H, carries 0.07

---

Computed, not measured: a structure of composition C25H28BrCaN11OPS in a non-equilibrium geometry, with ωB97M-V/def2-TZVPD.

Its total charge is +1. The LUMO energy is -2.57 eV. The HOMO energy is -9.60 eV. As for the multiplicity: 1. The calculation puts the energy relative to the best compared isomer or geometry (same formula, charge and spin) at 124.1 kcal per mole. Its total energy is -153418.35535 eV. The frontier orbital gap comes out at 7.03 eV.

XYZ file:
```
69
C25H28BrCaN11OPS | the Open Molecules 2025 dataset | ωB97M-V/def2-TZVPD
Ca 0.225 0.078 0.555
C -1.047 1.636 -3.613
C -0.371 0.880 -2.498
N -0.546 1.171 -1.239
N -1.412 2.161 -0.976
C -1.794 2.428 0.251
N -2.746 3.389 0.337
S -1.369 1.711 1.740
C 0.494 -0.214 -2.866
C 0.586 -0.727 -4.125
C 1.321 -1.934 -4.368
C 2.123 -2.472 -3.441
C 2.335 -1.754 -2.155
N 1.300 -0.759 -1.855
H -1.582 2.487 -3.201
H -1.750 0.999 -4.152
H -0.298 1.990 -4.319
H -2.968 3.931 -0.480
H -3.007 3.725 1.248
H 0.059 -0.283 -4.951
H 1.192 -2.420 -5.322
H 2.661 -3.391 -3.600
H 3.354 -1.323 -2.121
C 2.275 -4.922 -0.908
N 1.433 -3.771 -0.748
C 0.110 -3.725 -1.164
C -0.332 -2.469 -1.225
N 0.707 -1.569 -0.815
C 1.913 -2.422 -0.808
P 3.227 -2.070 0.513
C 3.344 -0.270 0.256
N 2.400 0.647 0.383
C 2.974 1.841 0.112
C 4.298 1.650 -0.181
N 4.523 0.313 -0.083
C 5.769 -0.372 -0.292
C 2.179 -2.000 1.987
N 1.191 -1.157 2.238
C 0.830 -1.359 3.524
C 1.616 -2.341 4.068
N 2.469 -2.736 3.089
C 3.492 -3.743 3.169
H 1.673 -5.811 -0.726
H 3.083 -4.885 -0.173
H 2.715 -4.994 -1.908
H -0.433 -4.638 -1.312
H -1.320 -2.096 -1.422
H 2.403 2.751 0.138
H 5.070 2.345 -0.442
H 6.504 0.321 -0.696
H 5.634 -1.195 -0.997
H 6.147 -0.777 0.648
H 0.042 -0.792 3.982
H 1.625 -2.770 5.047
H 3.517 -4.163 4.171
H 4.469 -3.309 2.939
H 3.289 -4.545 2.455
O -6.687 -1.129 0.726
C -5.385 -1.021 0.452
C -4.882 -0.239 -0.588
C -3.515 -0.180 -0.775
N -2.642 -0.848 -0.031
C -3.137 -1.606 0.931
Br -1.856 -2.622 1.891
C -4.473 -1.732 1.237
H -7.228 -0.603 0.121
H -5.547 0.311 -1.237
H -3.098 0.428 -1.565
H -4.826 -2.350 2.044
```

Per-atom Löwdin charges, elementary charge units: number 1, Ca, carries 1.06; number 2, C, carries -0.03; number 3, C, carries -0.27; number 4, N, carries -0.10; number 5, N, carries -0.05; number 6, C, carries -0.93; number 7, N, carries 0.07; number 8, S, carries 0.51; number 9, C, carries -0.19; number 10, C, carries 0.01; number 11, C, carries -0.06; number 12, C, carries -0.02; number 13, C, carries -0.19; number 14, N, carries -0.01; number 15, H, carries 0.06; number 16, H, carries 0.09; number 17, H, carries 0.09; number 18, H, carries 0.10; number 19, H, carries 0.08; number 20, H, carries 0.11; number 21, H, carries 0.11; number 22, H, carries 0.10; number 23, H, carries 0.13; number 24, C, carries -0.05; number 25, N, carries -0.14; number 26, C, carries -0.05; number 27, C, carries -0.10; number 28, N, carries -0.15; number 29, C, carries -0.45; number 30, P, carries 1.22; number 31, C, carries -0.47; number 32, N, carries -0.07; number 33, C, carries -0.09; number 34, C, carries -0.03; number 35, N, carries -0.13; number 36, C, carries -0.03; number 37, C, carries -0.46; number 38, N, carries -0.08; number 39, C, carries -0.16; number 40, C, carries -0.03; number 41, N, carries -0.12; number 42, C, carries -0.03; number 43, H, carries 0.10; number 44, H, carries 0.07; number 45, H, carries 0.08; number 46, H, carries 0.13; number 47, H, carries 0.10; number 48, H, carries 0.12; number 49, H, carries 0.13; number 50, H, carries 0.10; number 51, H, carries 0.08; number 52, H, carries 0.10; number 53, H, carries 0.11; number 54, H, carries 0.13; number 55, H, carries 0.10; number 56, H, carries 0.09; number 57, H, carries 0.09; number 58, O, carries 0.10; number 59, C, carries -0.31; number 60, C, carries 0.02; number 61, C, carries -0.13; number 62, N, carries -0.01; number 63, C, carries -0.72; number 64, Br, carries 0.84; number 65, C, carries -0.02; number 66, H, carries 0.13; number 67, H, carries 0.12; number 68, H, carries 0.10; number 69, H, carries 0.12

---

Computed, not measured: a structure of composition C25H28Cl2FN3O5Pd in a non-equilibrium geometry, with ωB97M-V/def2-TZVPD.

The LUMO energy is -1.84 eV. The HOMO energy is -6.49 eV. As for the multiplicity: 1. The calculation puts the energy relative to the best compared isomer or geometry (same formula, charge and spin) at 15.0 kcal per mole. Its total energy is -72324.08419 eV. The frontier orbital gap comes out at 4.65 eV.

XYZ file:
```
65
C25H28Cl2FN3O5Pd | the Open Molecules 2025 dataset | ωB97M-V/def2-TZVPD
Pd -0.040 0.289 0.384
F 4.156 2.189 4.689
C 4.254 1.059 3.945
C 3.436 0.902 2.863
C 3.541 -0.232 2.071
C 2.659 -0.357 0.898
O 1.997 0.646 0.590
C 2.702 -1.609 0.213
C 3.663 -2.494 0.578
N 4.532 -2.356 1.625
C 5.530 -3.366 1.878
C 5.161 -4.803 1.728
C 5.403 -4.240 3.096
C 4.473 -1.225 2.403
C 5.303 -1.040 3.518
C 5.202 0.093 4.291
N 6.084 0.223 5.412
C 7.486 0.498 5.103
C 8.344 -0.171 6.207
N 7.386 -0.550 7.298
C 6.619 0.666 7.732
C 5.659 1.016 6.566
C 1.771 -2.093 -0.931
O 2.314 -2.912 -1.693
O 0.611 -1.658 -0.889
H 2.708 1.659 2.597
H 3.766 -3.393 -0.016
H 6.531 -3.080 1.573
H 5.900 -5.461 1.293
H 4.140 -5.039 1.460
H 6.307 -4.515 3.624
H 4.534 -4.080 3.723
H 6.012 -1.806 3.805
H 7.680 1.576 5.072
H 7.733 0.085 4.130
H 9.087 0.507 6.620
H 8.835 -1.080 5.867
H 7.817 -1.062 8.060
H 6.685 -1.118 6.802
H 7.341 1.457 7.916
H 6.095 0.443 8.657
H 5.698 2.090 6.384
H 4.635 0.752 6.817
C -1.270 3.303 -3.805
C -0.411 3.776 -2.624
C 0.983 4.169 -3.134
C -1.075 4.992 -1.964
C -0.286 2.681 -1.641
C -0.184 1.774 -0.849
H -1.375 4.101 -4.547
H -2.262 3.012 -3.458
H -0.813 2.436 -4.282
H 0.910 4.996 -3.848
H 1.461 3.320 -3.626
H 1.618 4.481 -2.301
H -1.161 5.815 -2.681
H -0.484 5.332 -1.111
H -2.072 4.734 -1.604
Cl -3.785 -2.593 1.807
C -2.951 -1.284 2.673
Cl -4.080 0.002 3.143
C -1.804 -0.742 1.819
O -0.641 -1.038 2.184
O -2.069 -0.038 0.811
H -2.544 -1.708 3.579
```

Per-atom Löwdin charges, elementary charge units: number 1, Pd, carries 0.96; number 2, F, carries 0.06; number 3, C, carries -0.19; number 4, C, carries 0.10; number 5, C, carries -0.03; number 6, C, carries -0.29; number 7, O, carries -0.07; number 8, C, carries -0.01; number 9, C, carries 0.05; number 10, N, carries 0.00; number 11, C, carries -0.27; number 12, C, carries -0.08; number 13, C, carries -0.10; number 14, C, carries -0.12; number 15, C, carries 0.06; number 16, C, carries -0.16; number 17, N, carries -0.13; number 18, C, carries -0.11; number 19, C, carries -0.07; number 20, N, carries 0.04; number 21, C, carries -0.07; number 22, C, carries -0.12; number 23, C, carries -0.66; number 24, O, carries -0.02; number 25, O, carries -0.05; number 26, H, carries 0.15; number 27, H, carries 0.14; number 28, H, carries 0.15; number 29, H, carries 0.11; number 30, H, carries 0.11; number 31, H, carries 0.10; number 32, H, carries 0.11; number 33, H, carries 0.11; number 34, H, carries 0.14; number 35, H, carries 0.13; number 36, H, carries 0.13; number 37, H, carries 0.13; number 38, H, carries 0.18; number 39, H, carries 0.17; number 40, H, carries 0.13; number 41, H, carries 0.13; number 42, H, carries 0.13; number 43, H, carries 0.14; number 44, C, carries -0.07; number 45, C, carries -0.65; number 46, C, carries -0.07; number 47, C, carries -0.07; number 48, C, carries -0.15; number 49, C, carries -0.11; number 50, H, carries 0.08; number 51, H, carries 0.08; number 52, H, carries 0.08; number 53, H, carries 0.08; number 54, H, carries 0.08; number 55, H, carries 0.08; number 56, H, carries 0.08; number 57, H, carries 0.08; number 58, H, carries 0.08; number 59, Cl, carries 0.59; number 60, C, carries -1.01; number 61, Cl, carries 0.59; number 62, C, carries -0.79; number 63, O, carries -0.06; number 64, O, carries -0.10; number 65, H, carries 0.05